w | A single C6H14O molecule. Source: the Open Molecules 2025 dataset; level of theory: ωB97M-V with the def2-TZVPD basis set.

Geometry as XYZ:
```
21
C6H14O (ωB97M-V with the def2-TZVPD basis set)
C -3.10495 0.50246 -0.01780
C -1.91203 -0.31325 0.45819
C -0.78004 -0.34670 -0.57128
C 0.45522 -0.99735 0.04279
C 1.84712 -0.75746 -0.56442
O 2.63968 -0.24839 0.48796
C 2.82098 1.14263 0.47673
H -3.91890 0.49074 0.71329
H -3.48908 0.10806 -0.96525
H -2.81085 1.54537 -0.18339
H -1.52433 0.10245 1.39922
H -2.22259 -1.34164 0.68752
H -1.13512 -0.85149 -1.48010
H -0.53872 0.68571 -0.86519
H 0.26618 -2.05452 0.26787
H 0.62234 -0.51603 1.00049
H 2.33878 -1.66654 -0.93092
H 1.79713 -0.04798 -1.40426
H 3.72260 1.35557 -0.10512
H 2.96107 1.51363 1.49911
H 1.96551 1.69473 0.05457
```

The value obtained for the frontier orbital gap is 10.6 eV. The value obtained for the LUMO energy is 1.1 eV. The value obtained for the HOMO energy is -9.53 eV. Its spin multiplicity is 1.

Löwdin atomic charge list, values in e, 5 entries:
1. C -0.124
2. C -0.287
3. C -0.231
4. C -0.180
5. C -0.226

***

x | A single C6H14O molecule. Source: the Open Molecules 2025 dataset; level of theory: ωB97M-V with the def2-TZVPD basis set.

Geometry as XYZ:
```
21
C6H14O (ωB97M-V with the def2-TZVPD basis set)
C 2.67893 -0.57363 -0.43040
C 1.30574 -0.96811 0.09448
C 0.20392 0.18266 -0.10473
C 0.43453 1.33300 0.86534
C -1.14650 -0.46808 0.07645
C -2.32787 0.49448 -0.40241
O -3.60310 -0.00499 -0.07362
H 3.07902 0.28493 0.10411
H 2.62455 -0.32660 -1.48962
H 3.38256 -1.39724 -0.31598
H 1.36717 -1.18963 1.16182
H 0.98770 -1.88721 -0.40268
H 0.29174 0.55351 -1.13166
H -0.31462 2.10826 0.72371
H 0.36529 0.97969 1.89240
H 1.41839 1.76978 0.71461
H -1.31257 -0.73398 1.12122
H -1.21562 -1.37550 -0.52995
H -2.23567 0.62820 -1.49068
H -2.29133 1.48254 0.05748
H -3.69226 -0.89206 -0.43990
```

The value obtained for the frontier orbital gap is 10.9 eV. The value obtained for the LUMO energy is 1.0 eV. The value obtained for the HOMO energy is -9.91 eV. Its spin multiplicity is 1.

Löwdin atomic charge list, values in e, 5 entries:
1. C -0.118
2. C -0.222
3. C -0.392
4. C -0.070
5. C -0.165

***

Which one sits at the top of the stability order? x does.

***

w | 2 unconnected molecules or ions with the total composition C2H6NOS. Source: the Open Molecules 2025 dataset; level of theory: ωB97M-V with the def2-TZVPD basis set.

Geometry as XYZ:
```
11
C2H6NOS (ωB97M-V with the def2-TZVPD basis set)
C 0.68321 -1.92686 -0.01331
S -1.13450 -1.95301 0.47568
H 0.92360 -1.07443 -0.65154
H 0.84639 -2.89137 -0.49838
H 1.25247 -1.91772 0.91476
C 0.06164 1.95061 0.17671
N -1.04531 1.24884 -0.19728
O 0.50353 2.95864 -0.36205
H 0.49169 1.70161 1.15678
H -0.82287 0.23631 -0.24000
H -1.75986 1.66739 -0.76139
```

The net charge is -1. The value obtained for the frontier orbital gap is 6.7 eV. The value obtained for the LUMO energy is 4.1 eV. The value obtained for the HOMO energy is -2.61 eV. Its spin multiplicity is 1.

Löwdin atomic charge list, values in e, 5 entries:
1. C -0.665
2. S 0.000
3. H -0.025
4. H -0.033
5. H -0.028

***

x | 2 unconnected molecules or ions with the total composition C2H6NOS. Source: the Open Molecules 2025 dataset; level of theory: ωB97M-V with the def2-TZVPD basis set.

Geometry as XYZ:
```
11
C2H6NOS (ωB97M-V with the def2-TZVPD basis set)
C 1.85612 -1.23505 -0.55646
S 0.72380 -0.77155 -1.90600
H 1.29431 -1.67133 0.27444
H 2.29413 -0.35850 -0.05409
H 2.72003 -1.84456 -0.84676
C -1.81043 0.77369 1.03381
N -1.29612 1.05920 -0.17627
O -2.40047 1.54849 1.76800
H -1.59586 -0.26358 1.33907
H -0.36877 0.71209 -0.50021
H -1.41675 2.05109 -0.37552
```

The net charge is -1. The value obtained for the frontier orbital gap is 6.7 eV. The value obtained for the LUMO energy is 4.0 eV. The value obtained for the HOMO energy is -2.66 eV. Its spin multiplicity is 1.

Löwdin atomic charge list, values in e, 5 entries:
1. C -0.742
2. S 0.065
3. H -0.025
4. H -0.020
5. H -0.019

***

Which one sits at the top of the stability order? x does.

***

w | A single C21H23N5O4S molecule. Source: the Open Molecules 2025 dataset; level of theory: ωB97M-V with the def2-TZVPD basis set.

Geometry as XYZ:
```
54
C21H23N5O4S (ωB97M-V with the def2-TZVPD basis set)
C 7.65800 -2.29745 -0.66711
C 6.43755 -1.78198 -1.43120
C 6.32802 -0.27807 -1.26619
O 6.87158 0.48435 -2.04280
N 5.63980 0.18199 -0.18928
C 4.90820 -0.64775 0.74968
C 4.14762 0.25307 1.72898
N 3.34173 1.20849 1.01572
C 1.99534 1.03263 0.78836
C 1.25243 2.05909 0.18745
C -0.10238 1.94535 -0.03400
C -0.78269 0.79056 0.34187
N -2.14701 0.56865 0.16319
C -3.11043 1.32886 -0.35985
S -3.01825 2.85030 -0.99386
N -4.39194 0.75908 -0.37615
C -4.78595 -0.46812 0.05495
O -4.02478 -1.29701 0.53067
C -6.23896 -0.76172 -0.11393
C -6.61022 -2.10014 -0.24999
C -7.93833 -2.45796 -0.40101
C -8.92026 -1.48361 -0.40094
C -8.54905 -0.15425 -0.24283
N -9.57230 0.87005 -0.22111
O -10.72258 0.51264 -0.33837
O -9.20960 2.01761 -0.08881
C -7.22045 0.22094 -0.10127
C -0.05728 -0.23726 0.94438
C 1.29746 -0.12435 1.16101
C 4.10585 2.07493 0.13039
C 5.56011 1.61218 0.02979
H 7.77781 -3.36634 -0.82764
H 7.56103 -2.11816 0.40155
H 8.55324 -1.79097 -1.01909
H 6.58161 -1.97381 -2.49554
H 5.53567 -2.29631 -1.10244
H 5.58730 -1.30769 1.30200
H 4.17935 -1.26689 0.21244
H 3.52637 -0.35099 2.38723
H 4.85538 0.79754 2.36291
H 1.73791 2.97813 -0.09609
H -0.63078 2.76142 -0.49537
H -2.47189 -0.34832 0.48727
H -5.07565 1.37769 -0.79587
H -5.83317 -2.84934 -0.23383
H -8.20897 -3.49591 -0.51377
H -9.96531 -1.72924 -0.51190
H -6.99723 1.26775 0.04686
H -0.56741 -1.14428 1.23767
H 1.80594 -0.96132 1.61273
H 3.65694 2.05243 -0.86863
H 4.08912 3.11039 0.49477
H 6.11953 1.88233 0.93225
H 6.04196 2.09079 -0.82526
```

The value obtained for the frontier orbital gap is 6.6 eV. The value obtained for the LUMO energy is -0.9 eV. The value obtained for the HOMO energy is -7.53 eV. Its spin multiplicity is 1.

Löwdin atomic charge list, values in e, 5 entries:
1. C -0.083
2. C -0.156
3. C -0.473
4. O 0.053
5. N -0.040

***

x | A single C21H23N5O4S molecule. Source: the Open Molecules 2025 dataset; level of theory: ωB97M-V with the def2-TZVPD basis set.

Geometry as XYZ:
```
54
C21H23N5O4S (ωB97M-V with the def2-TZVPD basis set)
C -8.51652 -1.95154 0.39043
O -7.22752 -1.37219 0.27720
C -7.10622 -0.12234 0.76380
O -8.02865 0.47219 1.26832
C -5.74077 0.41853 0.61002
C -4.71418 -0.31741 0.01841
C -3.45619 0.22899 -0.10397
C -3.19655 1.52132 0.36208
N -1.90173 2.00223 0.19680
C -1.36986 3.16877 0.63203
O -1.94740 4.04405 1.23558
C 0.10815 3.30273 0.26152
S 1.19992 2.35685 1.37446
C 1.09566 0.77983 0.65470
N 0.29415 0.41848 -0.31658
N 0.52679 -0.87883 -0.57651
C 1.46086 -1.29457 0.22947
C 1.98899 -2.68754 0.27829
N 3.41693 -2.71693 0.50250
C 4.31441 -2.33433 -0.49306
C 3.94281 -1.55305 -1.58681
C 4.88837 -1.13556 -2.49946
C 6.23060 -1.48104 -2.35495
O 7.07877 -1.01057 -3.31812
C 8.44141 -1.34024 -3.22551
C 6.60611 -2.26419 -1.27007
C 5.65574 -2.68261 -0.35707
N 1.86227 -0.27470 1.05072
C 2.86838 -0.28336 2.07309
C -4.22055 2.25996 0.95383
C -5.47808 1.70680 1.07333
H -9.25020 -1.35728 -0.15867
H -8.44036 -2.95019 -0.03238
H -8.82132 -1.99992 1.43819
H -4.91309 -1.31438 -0.34154
H -2.65621 -0.33663 -0.56025
H -1.24803 1.34114 -0.24459
H 0.41192 4.34093 0.39269
H 0.30834 2.96377 -0.75357
H 1.50702 -3.20936 1.11216
H 1.68179 -3.18168 -0.65510
H 3.73218 -3.52063 1.02562
H 2.91280 -1.27353 -1.73781
H 4.60206 -0.53415 -3.34737
H 8.88991 -0.95022 -2.30540
H 8.59910 -2.42302 -3.27510
H 8.91802 -0.86921 -4.08385
H 7.63241 -2.56114 -1.12273
H 5.96148 -3.29393 0.48080
H 2.74405 -1.16272 2.70408
H 3.86219 -0.30770 1.62337
H 2.76282 0.61833 2.67483
H -4.02117 3.25521 1.31447
H -6.28242 2.26432 1.52850
```

The value obtained for the frontier orbital gap is 8.3 eV. The value obtained for the LUMO energy is 0.4 eV. The value obtained for the HOMO energy is -7.95 eV. Its spin multiplicity is 1.

Löwdin atomic charge list, values in e, 5 entries:
1. C -0.054
2. O -0.051
3. C -0.460
4. O 0.107
5. C -0.136

***

Which one sits at the top of the stability order? x does.

***

w | A single H3NO2S2 molecule. Source: the Open Molecules 2025 dataset; level of theory: ωB97M-V with the def2-TZVPD basis set.

Geometry as XYZ:
```
8
H3NO2S2 (ωB97M-V with the def2-TZVPD basis set)
N 0.54701 -1.09555 -0.58079
O 1.93162 0.79831 0.69282
O -0.45513 0.66364 1.04509
S -0.97465 1.64969 -0.12642
S 1.00282 -0.25414 0.85379
H -0.23387 -0.60245 -1.11617
H 0.31872 -2.05567 -0.36664
H -2.13651 0.89617 -0.40168
```

The value obtained for the frontier orbital gap is 9.8 eV. The value obtained for the LUMO energy is 0.3 eV. The value obtained for the HOMO energy is -9.48 eV. Its spin multiplicity is 1.

Löwdin atomic charge list, values in e, 5 entries:
1. N -0.201
2. O -0.440
3. O -0.899
4. S 0.733
5. S 0.832

***

x | A single H3NO2S2 molecule. Source: the Open Molecules 2025 dataset; level of theory: ωB97M-V with the def2-TZVPD basis set.

Geometry as XYZ:
```
8
H3NO2S2 (ωB97M-V with the def2-TZVPD basis set)
N -0.20968 0.68075 -0.51942
O 1.80273 0.57220 0.94108
O 2.39583 -0.79465 -0.98000
S 3.06722 -0.19161 0.20077
S 0.89249 1.67205 0.16450
H 0.06908 0.39432 -1.39801
H -1.19836 0.71508 -0.37304
H 3.19692 -1.40434 0.99466
```

The value obtained for the frontier orbital gap is 9.3 eV. The value obtained for the LUMO energy is 0.5 eV. The value obtained for the HOMO energy is -8.88 eV. Its spin multiplicity is 1.

Löwdin atomic charge list, values in e, 5 entries:
1. N -0.309
2. O -0.853
3. O -0.578
4. S 0.858
5. S 0.821

***

Which one sits at the top of the stability order? w does.